Entry 1:
Molecular formula: C47H49N12O3RuSSe
Method: DFT, ωB97M-V with the def2-TZVPD basis set

Calculated values
* expectation value of S²: 0.8452
* HOMO energy (alpha / beta): -0.4775 / -0.4776 Eh
* LUMO level (alpha / beta): -7.183 / -6.796 eV
* orbital gap (alpha / beta): 5.81 / 6.20 eV
* spin multiplicity: 2
* net charge: +2

Atoms and positions in Å:
Ru  -0.37033  0.48537  0.50591
C  -2.00847  1.90598  -4.65760
N  -1.95509  1.68844  -3.19843
C  -0.92056  1.81185  -2.38531
N  -1.30533  1.52254  -1.14609
C  -2.63104  1.19400  -1.28455
N  -3.05275  1.28458  -2.51521
C  -1.79632  0.62694  -5.43493
C  -2.84629  -0.00347  -6.08408
C  -2.62134  -1.17493  -6.79964
C  -1.35874  -1.74155  -6.83735
C  -0.30907  -1.12799  -6.15207
C  -0.52851  0.06117  -5.47116
C  0.99608  -1.78532  -6.07576
N  1.37689  -2.89543  -6.60571
N  2.63574  -3.17996  -6.07468
C  2.92226  -2.22090  -5.26383
O  1.93523  -1.28840  -5.22916
C  4.02827  -2.11767  -4.31120
C  4.98835  -3.12616  -4.23434
C  5.95663  -3.06911  -3.24642
C  5.96693  -2.02834  -2.32475
C  5.02019  -1.02035  -2.40533
C  5.00294  0.12915  -1.42593
N  3.77976  0.14370  -0.60323
C  2.70971  0.91516  -0.72112
N  1.84936  0.62632  0.24727
C  2.47442  -0.38578  0.93609
N  3.64319  -0.69994  0.44570
C  4.05857  -1.06445  -3.40665
H  -1.23203  2.62601  -4.90526
H  -2.97827  2.33870  -4.87677
H  0.05486  2.16022  -2.68877
H  -3.27602  0.93209  -0.46044
H  -3.84195  0.42410  -6.03983
H  -3.44227  -1.65384  -7.31837
H  -1.16595  -2.66422  -7.37216
H  0.30181  0.55156  -4.96834
H  4.95189  -3.94428  -4.94332
H  6.70450  -3.84832  -3.18396
H  6.72702  -2.00102  -1.55069
H  5.04790  1.07777  -1.95672
H  5.84493  0.06676  -0.74202
H  2.59004  1.67985  -1.47554
H  2.05362  -0.87484  1.80318
H  3.31736  -0.27237  -3.48518
C  -7.03027  -3.21020  -1.23191
C  -5.75867  -3.01467  -0.44842
C  -4.84625  -4.06014  -0.31500
C  -3.67645  -3.90060  0.40958
C  -3.42295  -2.67165  1.00931
C  -4.31936  -1.61307  0.89898
C  -5.48327  -1.79526  0.17580
S  -1.92766  -2.41482  1.88020
O  -1.25579  -3.65619  2.10673
O  -2.19639  -1.57525  2.99708
N  -1.00598  -1.50316  0.79172
C  -0.50879  -2.11135  -0.37355
C  -0.44520  -3.47432  -0.67871
C  0.14329  -3.84846  -1.87086
C  0.65590  -2.87985  -2.72519
C  0.55392  -1.56256  -2.33955
N  -0.02785  -1.19050  -1.19539
H  -6.83107  -3.70375  -2.18362
H  -7.53245  -2.26335  -1.42099
H  -7.71632  -3.85241  -0.67343
H  -5.05671  -5.01521  -0.78419
H  -2.97714  -4.71801  0.53619
H  -4.11173  -0.67793  1.40387
H  -6.20065  -0.98616  0.09560
H  -0.79759  -4.20287  0.03049
H  0.20941  -4.89599  -2.13952
H  1.12664  -3.16143  -3.65852
H  0.93375  -0.76365  -2.96423
C  -1.75493  5.34352  2.82108
C  -0.43381  5.16800  3.57101
C  0.78204  5.08652  2.65059
C  0.91903  3.78495  1.85677
N  1.15989  2.62956  2.73812
C  0.28960  1.67053  3.13350
Se  -1.48621  1.45145  2.50284
N  0.86703  0.93758  4.09080
C  0.24666  -0.12993  4.89867
C  -0.13939  0.39254  6.28327
C  -1.35085  1.32597  6.26995
C  -2.66998  0.60092  5.99342
C  2.16165  1.39992  4.30174
C  3.16657  0.96437  5.16298
C  4.35690  1.65854  5.12373
C  4.54814  2.74181  4.24681
C  3.55411  3.16300  3.38916
C  2.34618  2.47019  3.44344
H  -2.57627  5.49825  3.52411
H  -2.00488  4.46847  2.22003
H  -1.71055  6.21141  2.15731
H  -0.47251  4.28655  4.22271
H  -0.29223  6.02893  4.22683
H  1.69348  5.21873  3.23870
H  0.74098  5.90890  1.93067
H  1.77398  3.85673  1.18475
H  0.03440  3.58901  1.26395
H  0.97228  -0.93832  4.98248
H  -0.62072  -0.50817  4.36333
H  0.71937  0.90443  6.72530
H  -0.35697  -0.47471  6.91177
H  -1.20121  2.12286  5.52863
H  -1.40754  1.81685  7.24223
H  -2.72084  0.21251  4.97360
H  -3.51495  1.27614  6.13790
H  -2.79488  -0.24097  6.67912
H  3.01951  0.13168  5.84067
H  5.16213  1.36554  5.78524
H  5.49704  3.26386  4.25410
H  3.70525  4.00106  2.71993

Atom charges from the Löwdin analysis, given in e for atoms 1 to 4: Ru 1.0763; C -0.0452; N -0.0805; C -0.1211



Entry 2:
Molecular formula: C47H50CsN4OS3SiTe
Method: DFT, ωB97M-V with the def2-TZVPD basis set

Calculated values
* expectation value of S²: 0.7631
* HOMO energy (alpha / beta): 0.0424 / -0.0898 Eh
* LUMO level (alpha / beta): 3.358 / 3.357 eV
* orbital gap (alpha / beta): 2.20 / 5.80 eV
* spin multiplicity: 2
* net charge: -2

Atoms and positions in Å:
Cs  1.11968  -0.91567  -0.22564
S  4.11837  0.69272  0.03250
C  3.19499  2.14099  0.03485
N  1.90654  2.28856  -0.10758
C  1.51824  3.61484  -0.02897
C  0.19982  4.05865  -0.13406
C  -0.06721  5.41364  -0.03739
C  0.96298  6.33495  0.16474
C  2.27640  5.90736  0.27417
C  2.54808  4.54737  0.17786
S  4.05180  3.68390  0.27814
H  -0.59157  3.33373  -0.28369
H  -1.08952  5.76199  -0.11700
H  0.73591  7.39164  0.23924
H  3.07593  6.62076  0.43502
C  2.83518  0.33390  3.75803
N  2.05762  -0.87106  3.52288
C  2.77828  -1.89345  2.77351
C  0.71229  -0.87710  3.70194
S  -0.15035  0.53353  3.94018
N  0.11673  -2.11672  3.64281
C  -1.32963  -2.19018  3.47006
C  0.62223  -3.16177  4.52222
H  3.82725  0.03399  4.10560
H  2.34102  0.94490  4.50650
H  2.95446  0.91882  2.84264
H  3.30625  -1.40018  1.95267
H  2.08724  -2.63064  2.37023
H  3.52975  -2.38601  3.39932
H  -1.65019  -1.53557  2.66358
H  -1.86557  -1.90495  4.38131
H  -1.58121  -3.21742  3.19832
H  1.70012  -3.11527  4.63290
H  0.36048  -4.13925  4.11181
H  0.16812  -3.07126  5.51833
C  -5.05389  -0.66030  3.74410
C  -4.00118  0.22936  3.57257
C  -3.49178  0.46046  2.29763
C  -4.00342  -0.19216  1.17321
C  -5.06872  -1.08247  1.37297
C  -5.59053  -1.31630  2.63987
Si  -3.22222  0.21519  -0.51542
C  -4.36628  0.61631  -1.82831
C  -3.99804  1.61576  -2.80766
C  -4.81527  1.98649  -3.83971
C  -6.10024  1.39220  -4.02303
C  -6.47806  0.39375  -3.09740
C  -5.66918  0.01072  -2.05657
H  -5.45283  -0.85007  4.73541
H  -3.55409  0.73000  4.42340
H  -2.65886  1.14589  2.18752
H  -5.49778  -1.61388  0.53316
H  -6.40958  -2.01581  2.76283
H  -2.29644  1.35798  -0.27016
H  -3.02885  2.10239  -2.71524
H  -4.47226  2.75236  -4.53009
H  -6.74522  1.67731  -4.84386
H  -7.44545  -0.09244  -3.20405
H  -6.03434  -0.76044  -1.38602
C  2.88369  -10.65653  2.59652
C  2.25859  -9.33409  2.23092
C  1.11564  -9.26649  1.44589
C  0.53159  -8.04919  1.09596
C  -0.71159  -8.08289  0.24148
C  1.09792  -6.83574  1.52832
Te  0.11384  -4.90177  1.04601
N  -0.83683  -2.78738  0.07864
C  -1.94378  -2.35064  -0.28236
O  -2.09560  -1.04376  -0.78534
C  -3.21629  -3.14587  -0.41584
C  -3.53536  -4.12334  0.52245
C  -4.68123  -4.89114  0.38284
C  -5.52253  -4.69839  -0.70841
C  -5.20981  -3.72810  -1.65053
C  -4.06678  -2.95049  -1.50243
C  0.42552  -5.25763  -1.02162
C  -0.70680  -5.29345  -1.83642
C  -0.60110  -5.50851  -3.20058
C  0.65253  -5.69466  -3.76955
C  1.77963  -5.65273  -2.96627
C  1.69420  -5.43182  -1.58742
C  2.96962  -5.37278  -0.78829
C  2.24828  -6.90402  2.33586
C  2.97286  -5.68165  2.85746
C  2.80617  -8.13965  2.67053
H  2.28259  -11.48932  2.22845
H  2.98304  -10.76698  3.67892
H  3.88461  -10.75373  2.16801
H  0.65797  -10.18861  1.09726
H  -1.13183  -9.08932  0.21121
H  -0.49796  -7.77164  -0.78430
H  -1.46861  -7.39234  0.61896
H  -2.87607  -4.27186  1.36836
H  -4.92387  -5.63539  1.13267
H  -6.42045  -5.29570  -0.81758
H  -5.86385  -3.55611  -2.49724
H  -3.84579  -2.16515  -2.21529
H  -1.68262  -5.14021  -1.39201
H  -1.49479  -5.52018  -3.81266
H  0.75268  -5.85864  -4.83588
H  2.76170  -5.77781  -3.41071
H  3.81885  -5.15960  -1.43949
H  3.16045  -6.31732  -0.27177
H  2.91352  -4.59889  -0.01972
H  2.39303  -4.77471  2.73238
H  3.91834  -5.53856  2.32423
H  3.21201  -5.79751  3.91773
H  3.69883  -8.16142  3.29308

Atom charges from the Löwdin analysis, given in e for atoms 1 to 4: Cs 0.8749; S 0.3024; C -1.2040; N -0.0384



Electronic energy values (in a.u.) by entry order: -5597.23871; -3887.54909.
Largest force on an atom values (in eV/Å) by entry order: 3.318; 1.004.
Relative energy (zero: lowest compared OMol25 entry of this formula, charge and spin) values (in kJ/mol) by entry order: 184.0; 0.0.